Record 1
ORCA calculation (ωB97M-V/def2-TZVPD) on 7 unconnected molecules or ions with the total composition C23H64N5O7.

Output
**Relative energy (zero: lowest compared OMol25 entry of this formula, charge and spin)**: 0.4902 eV
**Total energy**: -46668.19507 eV
**Molecular weight**: 522.79 g/mol

```
! wB97M-V def2-TZVPD RIJCOSX def2/J DEFGRID3
* xyz -1 1
C -7.84740 16.09456 -8.58877
O -8.93371 16.50189 -7.83300
H -7.67159 15.00530 -8.72038
H -8.03953 16.49338 -9.61208
H -6.88664 16.53695 -8.24854
C -11.37182 14.39271 -9.79597
C -12.03432 15.74706 -9.61586
C -13.03598 16.00376 -10.73799
O -13.62836 17.27142 -10.55101
C -14.66444 17.54167 -11.48492
N -12.59167 15.82715 -8.25754
H -10.49122 14.17661 -9.18858
H -10.98896 14.22227 -10.80827
H -12.06925 13.57826 -9.56496
H -11.26078 16.51512 -9.62602
H -13.77648 15.19658 -10.83014
H -12.51936 15.98646 -11.70823
H -14.25460 17.38916 -12.48746
H -15.00338 18.56788 -11.38426
H -15.48165 16.84001 -11.30328
H -13.13616 14.98730 -8.05593
H -13.31949 16.54058 -8.27292
C -3.39491 14.20688 -10.54505
C -3.78954 14.05416 -9.06963
C -3.61623 12.65178 -8.54934
O -4.35337 11.60311 -9.14041
C -5.75404 11.78379 -9.01398
N -2.97166 14.99664 -8.27687
H -3.63834 15.22006 -10.85765
H -3.85622 13.41486 -11.14080
H -2.33659 14.00323 -10.72571
H -4.81119 14.41130 -8.90382
H -3.72899 12.68791 -7.45434
H -2.59117 12.28904 -8.66988
H -6.01383 12.72577 -9.50286
H -6.06725 11.81199 -7.96563
H -6.40247 11.03596 -9.47040
H -3.07605 14.79913 -7.28508
H -3.27302 15.96136 -8.36193
C -10.76762 12.76277 -4.62604
C -9.76862 13.28213 -5.66410
C -9.42094 12.23179 -6.74673
O -9.04442 10.98806 -6.14476
C -7.89554 11.05670 -5.34976
N -10.42689 14.41792 -6.28574
H -11.03831 13.57727 -3.95881
H -10.34663 11.92127 -4.06781
H -11.66712 12.39508 -5.12466
H -8.85105 13.65474 -5.20558
H -8.57996 12.61924 -7.33705
H -10.27907 12.10451 -7.40527
H -7.03418 11.38702 -5.94890
H -7.71121 10.07541 -4.91944
H -7.92343 11.80033 -4.54619
H -9.85210 14.87158 -7.02189
H -11.21206 14.13187 -6.86919
C -7.55374 21.00131 -7.63083
C -8.47259 20.09205 -6.81065
C -8.64004 20.63187 -5.38843
O -9.41198 19.77272 -4.57642
C -9.35632 20.16846 -3.23846
N -9.79351 20.05544 -7.44515
H -6.52984 21.07275 -7.25082
H -7.99181 21.99818 -7.73484
H -7.52118 20.60238 -8.64747
H -8.10933 19.06225 -6.84447
H -9.13632 21.61439 -5.37158
H -7.63887 20.89040 -5.00583
H -10.29045 19.89840 -2.73418
H -9.32058 21.25555 -3.08014
H -8.52250 19.67506 -2.72575
H -9.74068 19.53269 -8.33740
H -9.98193 20.97161 -7.86416
C -2.97058 18.05087 -4.68898
C -2.78279 17.79876 -6.19212
C -3.63731 18.74628 -6.99923
O -3.34234 18.52322 -8.37497
C -4.44270 18.76721 -9.20674
N -1.34595 17.86946 -6.49290
H -2.48649 19.00930 -4.46859
H -2.40016 17.31601 -4.12238
H -3.99721 18.11631 -4.33335
H -3.12916 16.78652 -6.40628
H -3.37062 19.78862 -6.77512
H -4.68884 18.57562 -6.75079
H -4.92265 19.73687 -9.04142
H -5.25820 18.03176 -9.17569
H -4.17940 18.71483 -10.26599
H -1.12316 18.86399 -6.43599
H -1.24783 17.65545 -7.48308
C -9.86227 17.74639 -12.12987
C -9.38016 18.85781 -11.22356
O -9.79066 18.60063 -9.88595
H -9.51381 16.76372 -11.79828
H -9.59254 17.77269 -13.18952
H -10.95356 17.68473 -12.09719
H -9.78507 19.83872 -11.46703
H -8.28588 18.89941 -11.26159
H -9.37234 17.77761 -9.56625
*
```

---

Record 2
ORCA calculation (ωB97M-V/def2-TZVPD) on a molecular structure, C43H51Cl2GeLaN5O8S2.

Output
**Relative energy (zero: lowest compared OMol25 entry of this formula, charge and spin)**: 1.7750 eV
**Total energy**: -173345.31567 eV
**Molecular weight**: 1112.46 g/mol

```
! wB97M-V def2-TZVPD RIJCOSX def2/J DEFGRID3
* xyz -1 1
La 0.68281 0.27532 0.02991
O 1.27007 -2.63478 -1.11491
S 2.19294 -1.52547 -1.34269
O 3.33531 -1.81564 -2.15483
O 1.32384 -0.42542 -1.94947
O 2.56329 -0.95281 0.01740
O -0.09752 0.72376 3.04270
H -0.47635 -0.18960 3.18736
H 0.60302 0.79136 3.69825
O -1.21866 -1.70812 3.15204
C -0.86221 -2.12351 2.02806
O 0.00949 -1.52399 1.32686
C -1.53844 -3.38254 1.52287
C -1.31102 -3.75510 0.06359
Ge -0.00117 -5.19795 -0.16988
C 0.20719 -5.80043 -2.02783
C -0.24666 -7.05754 -2.42559
C -0.09786 -7.49252 -3.73608
C 0.51352 -6.67605 -4.67445
C 0.98702 -5.43016 -4.28962
C 0.83823 -4.99912 -2.97995
C -1.03105 -6.65574 0.76030
C -2.31469 -7.00156 0.33232
C -3.10094 -7.90556 1.02861
C -2.62062 -8.48834 2.19319
C -1.35391 -8.15706 2.64376
C -0.57371 -7.25261 1.93290
C 1.70896 -5.22248 0.76528
C 2.19609 -4.17207 1.53574
C 3.44011 -4.26256 2.14276
C 4.21678 -5.39993 1.97921
C 3.74549 -6.45009 1.20559
C 2.49997 -6.35788 0.60301
H -2.59985 -3.23610 1.74706
H -1.22476 -4.18981 2.19430
H -1.03140 -2.88184 -0.52340
H -2.22637 -4.17565 -0.35918
H -0.71691 -7.71891 -1.70604
H -0.45907 -8.47350 -4.01994
H 0.62789 -7.01159 -5.69801
H 1.48285 -4.78927 -5.00808
H 1.23357 -4.03465 -2.68858
H -2.71503 -6.56011 -0.57560
H -4.09026 -8.15490 0.66495
H -3.23152 -9.19317 2.74392
H -0.96928 -8.59989 3.55418
H 0.41394 -7.00836 2.30683
H 1.62387 -3.25826 1.62863
H 3.81291 -3.42993 2.72544
H 5.19525 -5.46086 2.43938
H 4.35174 -7.33609 1.06140
H 2.14163 -7.18364 -0.00342
Cl 3.90252 3.28455 4.31986
C 2.79024 3.53985 3.01622
C 2.44314 4.82253 2.62077
C 1.55544 4.95322 1.56630
C 1.04543 3.81496 0.96172
N 1.37953 2.58412 1.35754
C 2.24958 2.45247 2.35885
H 2.86884 5.68181 3.11897
H 1.27180 5.92691 1.19428
H 0.39664 3.88091 0.09358
H 2.55045 1.44868 2.64007
C -1.63248 -1.65996 -2.97830
N -1.55886 -0.19752 -2.88863
C -0.74714 0.28368 -4.02201
N -1.32068 -0.12311 -5.31067
C -1.40053 -1.58222 -5.33608
N -2.22191 -2.10969 -4.24430
C -3.55408 -1.52444 -4.35951
N -3.53776 -0.05732 -4.30686
C -2.90913 0.32837 -3.03781
C -2.67276 0.41438 -5.39676
H -2.25512 -2.03192 -2.15898
H -0.62661 -2.07084 -2.87014
H 0.25795 -0.11999 -3.92128
H -0.67842 1.37083 -3.97444
H -0.39397 -1.99578 -5.25034
H -1.83526 -1.89978 -6.28880
H -4.17706 -1.89848 -3.54152
H -3.99944 -1.83486 -5.30883
H -3.52977 -0.07052 -2.22756
H -2.87892 1.41975 -2.96662
H -2.62224 1.50549 -5.35686
H -3.12129 0.11685 -6.34933
Cl 3.12471 1.79638 -0.96762
C 2.96922 3.04167 -2.22068
C 4.15300 3.57105 -2.68687
C 4.15562 4.54106 -3.68006
C 2.91658 4.94071 -4.19014
C 1.74217 4.41012 -3.72311
C 1.67640 3.42306 -2.68112
C 0.45716 2.96989 -2.20331
H 5.08206 3.21139 -2.26441
H 5.08302 4.95487 -4.04924
H 2.87673 5.68078 -4.98306
H 0.80120 4.73763 -4.15134
H 0.37579 2.13831 -1.51498
H -0.46861 3.32078 -2.63691
O -1.69623 0.86583 0.22050
S -3.02150 0.24374 0.58440
C -4.27563 1.49435 0.21167
C -5.34046 1.28729 1.27410
C -4.59190 1.21036 2.61158
C -3.25913 0.48354 2.37829
H -4.62252 1.37659 -0.81244
H -3.75583 2.44936 0.31379
H -5.87901 0.35549 1.08432
H -6.07397 2.09341 1.25496
H -5.18399 0.69549 3.36723
H -4.39978 2.21828 2.98020
H -3.19096 -0.49440 2.84958
H -2.38403 1.05726 2.68442
*
```

---

Record 3
ORCA calculation (ωB97M-V/def2-TZVPD) on 2 unconnected molecules or ions with the total composition C5H15N2O.

Output
**Relative energy (zero: lowest compared OMol25 entry of this formula, charge and spin)**: 2.1544 eV
**Total energy**: -10448.40646 eV
**Molecular weight**: 119.19 g/mol

```
! wB97M-V def2-TZVPD RIJCOSX def2/J DEFGRID3
* xyz 1 1
C -2.00480 -0.48892 1.28364
C -0.69102 -1.09810 0.92447
C 0.54291 -0.19828 0.59925
C 0.27313 0.73079 -0.58083
C -0.69735 1.61742 -0.46842
N 1.03168 0.44345 -1.82211
N -0.90549 -1.92144 -0.28425
H -2.01135 0.08672 2.26780
H -2.66448 -1.38374 1.56544
H -2.58414 0.11059 0.62485
H -0.32581 -1.62369 1.82335
H 0.68964 0.56137 1.41873
H 1.32536 -0.92744 0.47050
H -1.06603 2.27143 -1.26074
H -1.18673 1.82760 0.47401
H 0.76706 1.07135 -2.58944
H 0.82346 -0.51686 -2.18277
H 2.05747 0.48479 -1.67458
H -1.83655 -1.89904 -0.68848
H -0.54771 -2.86697 -0.30081
H 2.80935 0.88001 0.86126
H 3.51980 1.49743 -0.45216
O 2.68161 1.34155 -0.00870
*
```

---

Record 4
ORCA calculation (ωB97M-V/def2-TZVPD) on a molecular structure, C51H49BrClN6O3P3SSr.

Output
**Relative energy (zero: lowest compared OMol25 entry of this formula, charge and spin)**: 0.2441 eV
**Total energy**: -190873.05763 eV
**Molecular weight**: 1121.96 g/mol

```
! wB97M-V def2-TZVPD RIJCOSX def2/J DEFGRID3
* xyz 0 1
Sr 0.27621 0.20959 -0.05525
O -2.43697 2.99501 -0.71293
N -2.61785 1.63329 -0.80398
C -3.85741 1.37847 -0.93319
C -4.51223 0.07597 -1.15192
C -5.89870 0.11279 -0.97878
C -6.69765 -0.98347 -1.23677
C -6.11847 -2.14230 -1.72350
C -4.74673 -2.19591 -1.90924
C -3.91559 -1.11668 -1.60321
P -2.09362 -1.24753 -1.85650
C -2.04278 -0.89184 -3.65482
C -1.70316 0.40482 -4.03207
C -1.70442 0.77642 -5.37114
C -2.03286 -0.15188 -6.34582
C -2.37239 -1.44916 -5.97937
C -2.38497 -1.81460 -4.64288
C -1.75442 -3.04231 -1.76040
C -0.66203 -3.54239 -2.46959
C -0.22897 -4.84683 -2.28127
C -0.87339 -5.67221 -1.37194
C -1.94757 -5.18158 -0.64450
C -2.38003 -3.87641 -0.83255
H -1.48579 3.10842 -0.47649
H -4.53680 2.23047 -0.89820
H -6.35451 1.03528 -0.63925
H -7.76666 -0.92159 -1.08023
H -6.72661 -3.00422 -1.96606
H -4.31264 -3.10533 -2.30204
H -1.45001 1.13110 -3.26815
H -1.45003 1.79181 -5.65090
H -2.02793 0.13147 -7.39046
H -2.63131 -2.17723 -6.73743
H -2.65085 -2.82756 -4.36668
H -0.12022 -2.90262 -3.15398
H 0.62824 -5.20942 -2.83321
H -0.53043 -6.68807 -1.22263
H -2.45038 -5.81182 0.07863
H -3.20930 -3.50907 -0.23982
Br -2.88274 -1.29648 1.95876
C -1.41726 -2.48964 1.87686
C -1.42723 -3.63856 2.64905
C -0.33987 -4.49202 2.53294
C 0.67834 -4.17891 1.64350
C 0.57090 -3.01419 0.90406
N -0.44965 -2.15985 1.04131
C 1.62984 -2.65894 -0.15304
O 2.70281 -3.24777 -0.07120
O 1.25281 -1.79689 -1.00074
H -2.25383 -3.84616 3.31226
H -0.29833 -5.39883 3.12313
H 1.54613 -4.80337 1.49144
S 4.78050 0.09582 2.66955
C 3.12614 0.24375 2.23732
N 2.81892 0.06658 0.99473
C 3.97491 -0.23407 0.26140
C 4.02041 -0.53363 -1.10335
C 5.24318 -0.78859 -1.67977
C 6.42275 -0.76395 -0.92194
C 6.39243 -0.49978 0.42783
C 5.15256 -0.23849 1.01349
H 2.40044 0.47966 3.00244
H 3.10050 -0.62196 -1.66307
H 5.29347 -1.03706 -2.73213
H 7.36934 -0.97216 -1.40316
H 7.29998 -0.49855 1.01616
C 0.60357 2.70948 3.65490
P -0.33852 1.20015 3.18783
C 0.01759 0.10492 4.61552
C -0.11540 0.51602 5.94461
C 0.20407 -0.33701 6.98766
C 0.67020 -1.62034 6.72177
C 0.81355 -2.04199 5.41044
C 0.48810 -1.18267 4.36715
C -2.04337 1.78753 3.49319
C -2.50905 2.81279 2.66785
C -3.81865 3.25930 2.76523
C -4.68260 2.68741 3.68858
C -4.23068 1.66425 4.50910
C -2.92098 1.21348 4.41033
H 0.32187 3.51357 2.97728
H 1.67324 2.54506 3.52267
H 0.40124 3.00354 4.68427
H -0.48484 1.50987 6.16817
H 0.09135 -0.00202 8.01076
H 0.92333 -2.28396 7.53854
H 1.18254 -3.03549 5.18939
H 0.61696 -1.51991 3.34459
H -1.85265 3.25188 1.92600
H -4.16086 4.04974 2.10952
H -5.70492 3.03519 3.76573
H -4.90029 1.20811 5.22737
H -2.59371 0.39755 5.04150
C 1.94173 3.08000 -5.42478
N 1.49482 3.92077 -4.31734
C 2.67195 4.47196 -3.64812
N 3.62153 3.45917 -3.19744
C 4.00114 2.63078 -4.33802
N 2.87090 2.01971 -5.03858
C 2.20517 1.01919 -4.19902
P 1.52799 1.71446 -2.61517
C 0.65642 3.17173 -3.37793
C 3.06037 2.64917 -2.11404
H 2.44665 3.72177 -6.15084
H 1.07150 2.62891 -5.90695
H 2.34918 5.06371 -2.79014
H 3.18416 5.12921 -4.35507
H 4.67703 1.84400 -3.99638
H 4.53529 3.26198 -5.05238
H 2.91305 0.21933 -3.96460
H 1.38868 0.56128 -4.76471
H 0.32982 3.82945 -2.57106
H -0.23821 2.83087 -3.90321
H 3.81736 1.94053 -1.77442
H 2.80045 3.28856 -1.26918
Cl 0.39629 3.12744 0.22358
*
```

---

What max |F| values result from the calculations? In sequence: 0.0384, 0.0843, 0.0790, 0.0106 hartree/bohr.